(1)
49
Properties=species:S:1:pos:R:3:forces:R:3 method="wB97M-V/def2-TZVPD" mol_weight_g_mol=347.4 multiplicity=1 fmax_ev_per_a=7.10 homo_ev=-11.00 relative_energy_kcal_mol=117.8 total_charge=+1
N 1.3050 -5.0782 0.1960 0.1 -1.1 -0.2
C 1.3201 -4.0542 -0.9126 1.3 2.4 -1.6
C 0.9147 -2.5664 -0.4550 -0.5 0.7 -0.7
C -0.6596 -2.2688 -0.4773 0.0 0.0 0.1
C -1.5055 -2.9450 0.7132 -1.0 1.4 -0.5
N -2.6294 -3.7118 0.0702 1.6 -0.1 1.2
C -3.9414 -3.1693 -0.1370 -0.1 -5.7 -2.3
C -4.6689 -4.3358 -0.8534 3.9 0.2 1.2
C -3.6357 -5.5089 -0.9998 1.6 3.2 1.6
C -2.2837 -5.0412 -0.3779 -6.8 0.8 -1.8
H 0.9088 -5.9564 -0.1941 0.2 0.5 0.6
H 2.2658 -5.3095 0.5077 -0.6 0.2 -0.2
H 0.7708 -4.8127 1.0378 0.0 0.0 -0.5
H 2.4189 -3.9798 -1.2617 -1.7 -0.3 0.6
H 0.7434 -4.3984 -1.8475 0.5 0.3 1.9
H 1.3778 -2.2510 0.5415 -0.5 -0.7 -1.2
H 1.3823 -1.8669 -1.2472 -0.6 -1.2 1.3
H -1.0686 -2.6575 -1.4744 0.5 0.5 1.5
H -0.9087 -1.1434 -0.4567 0.9 -1.7 -0.1
H -0.9000 -3.5754 1.4451 -0.8 0.5 -1.0
H -2.0010 -2.1160 1.3464 1.0 -1.3 -0.9
H -4.3228 -2.1432 0.1565 1.0 -1.6 -0.3
H -5.7410 -4.3431 -1.2333 1.8 0.0 0.7
H -3.7570 -6.5259 -1.4907 -0.1 1.7 0.8
H -1.3054 -5.6062 -0.3101 -1.5 1.3 0.2
C 0.3778 0.6109 1.8321 0.1 0.2 -0.2
C -0.8813 1.2017 1.9184 0.0 0.1 -0.1
C -1.0825 2.4862 1.4264 -0.1 -0.2 0.1
C -0.0206 3.1894 0.8565 0.0 -0.4 0.2
C 1.2447 2.6071 0.7923 -0.3 -0.3 0.2
C 1.4395 1.3111 1.2712 -0.1 -0.2 0.1
C 2.3918 3.3612 0.2345 1.0 -0.2 -0.1
O 3.4965 2.8496 0.1754 -0.3 0.0 0.0
C 2.1761 4.7457 -0.2406 0.0 0.3 -0.1
C 3.2577 5.4888 -0.7152 0.1 0.2 -0.1
C 3.0619 6.7862 -1.1760 -0.1 -0.2 0.1
C 1.7847 7.3429 -1.1735 -0.1 -0.2 0.1
C 0.7052 6.6082 -0.6964 0.1 0.2 -0.1
C 0.9003 5.3112 -0.2199 0.2 0.2 -0.1
C -0.2490 4.5507 0.3187 -0.9 0.6 -0.1
O -1.3659 5.0368 0.3259 0.3 -0.3 0.0
H 0.5325 -0.3960 2.2085 0.0 0.1 0.0
H -1.7071 0.6591 2.3681 0.1 0.1 0.0
H -2.0663 2.9398 1.4916 0.2 0.1 -0.1
H 2.4194 0.8480 1.2116 0.0 0.2 0.0
H 4.2549 5.0604 -0.7230 -0.2 -0.1 0.1
H 3.9053 7.3641 -1.5398 -0.1 -0.1 0.0
H 1.6317 8.3527 -1.5399 0.0 -0.1 0.0
H -0.2864 7.0491 -0.6925 0.1 -0.2 0.1


(2)
79
Properties=species:S:1:pos:R:3:forces:R:3 method="wB97M-V/def2-TZVPD" mol_weight_g_mol=602.9 multiplicity=1 fmax_ev_per_a=3.45 homo_ev="-6.71 / -7.03" relative_energy_kcal_mol=0.0
P -0.1394 0.7413 -2.4327 0.3 -1.0 2.1
C -1.7734 0.2269 -3.1279 0.2 0.5 0.1
C -2.2324 1.0717 -4.3192 -0.2 -0.1 -0.2
C -3.6716 0.6987 -4.6935 0.0 0.0 0.0
C -3.8455 -0.8045 -4.9403 0.1 0.0 -0.1
C -3.2834 -1.6586 -3.7979 0.1 0.1 0.1
C -1.8391 -1.2706 -3.4512 -0.1 0.0 -0.1
C 1.2660 0.1180 -3.4533 -0.4 0.3 0.0
C 1.1550 0.5077 -4.9252 0.3 -0.1 -0.2
C 2.4661 0.1546 -5.6409 -0.1 0.0 0.0
C 2.8528 -1.3185 -5.4571 -0.1 0.0 0.0
C 2.8430 -1.7550 -3.9865 -0.1 0.1 0.0
C 1.5237 -1.3886 -3.2977 0.0 -0.1 0.1
C -0.0655 2.5823 -2.4910 -0.1 -0.1 -0.8
C -1.2008 3.2233 -1.6770 0.0 0.1 0.1
C -1.1824 4.7509 -1.7961 0.1 -0.1 -0.1
C 0.1772 5.3460 -1.4173 0.0 -0.1 0.0
C 1.3271 4.6787 -2.1776 -0.1 -0.1 -0.1
C 1.2978 3.1486 -2.0669 0.0 0.0 0.1
H -2.4535 0.4141 -2.2735 0.2 0.0 -0.3
H -1.5622 0.8958 -5.1737 -0.2 0.0 0.1
H -2.1826 2.1460 -4.0941 0.0 -0.3 0.0
H -3.9742 1.2683 -5.5793 -0.1 -0.1 0.1
H -4.3321 1.0023 -3.8696 0.1 0.0 -0.1
H -4.9078 -1.0307 -5.0829 0.1 0.0 0.0
H -3.3340 -1.0748 -5.8737 0.0 0.0 0.1
H -3.9064 -1.5198 -2.9036 0.1 -0.1 -0.1
H -3.3236 -2.7213 -4.0640 -0.1 0.1 0.0
H -1.4694 -1.8717 -2.6083 -0.1 0.2 -0.2
H -1.1899 -1.4877 -4.3133 -0.2 0.1 0.1
H 2.1335 0.6350 -3.0082 -0.2 -0.1 -0.1
H 3.2654 0.7871 -5.2305 -0.1 0.0 -0.1
H 0.9407 1.5812 -5.0413 0.1 -0.2 0.0
H 0.3203 -0.0409 -5.3893 0.2 0.1 0.1
H 2.3724 0.3942 -6.7059 0.1 0.0 0.1
H 3.8442 -1.4946 -5.8886 -0.1 0.0 0.0
H 2.1459 -1.9444 -6.0179 0.0 0.0 0.0
H 3.0137 -2.8366 -3.9069 0.0 0.2 0.0
H 3.6657 -1.2566 -3.4532 -0.1 -0.1 -0.1
H 1.5530 -1.6747 -2.2380 0.0 0.2 -0.3
H 0.6987 -1.9604 -3.7441 0.2 0.1 0.0
H -0.2164 2.7945 -3.5638 0.0 0.4 0.2
H -2.1864 2.8427 -1.9819 0.2 0.0 0.0
H -1.0913 2.9372 -0.6223 0.0 0.1 -0.2
H -1.4167 5.0224 -2.8342 0.0 0.0 0.1
H -1.9720 5.1740 -1.1642 0.1 0.0 -0.1
H 0.3380 5.2210 -0.3384 0.0 0.0 -0.1
H 0.1769 6.4225 -1.6171 0.0 -0.1 0.1
H 2.2902 5.0503 -1.8104 -0.1 0.0 -0.1
H 1.2579 4.9496 -3.2395 0.0 0.0 0.1
H 2.1103 2.7261 -2.6743 -0.2 0.1 0.1
H 1.5092 2.8458 -1.0324 -0.1 0.1 -0.2
Ti 0.0951 -0.1244 0.2063 -0.8 -0.2 -3.4
Cl 2.2947 0.4629 -0.2361 0.4 -0.1 0.4
Cl -1.9867 0.7279 0.4257 -0.4 0.2 0.4
C -0.3373 -1.9266 -0.3033 0.1 0.5 0.9
H -1.4234 -2.0558 -0.4358 0.3 0.0 0.1
C 0.4064 -3.1640 -0.2743 0.4 -0.6 -0.2
C 1.8264 -3.1734 -0.1941 -0.4 -0.1 0.1
C 2.5316 -4.3725 -0.1720 -0.2 -0.1 0.0
C 1.8492 -5.5954 -0.2103 -0.2 0.2 0.0
C 0.4440 -5.6055 -0.2691 0.4 -0.1 0.0
C -0.2667 -4.4169 -0.3109 0.3 0.5 0.0
H 2.3550 -2.2148 -0.1484 -0.1 -0.4 -0.1
H 3.6217 -4.3526 -0.1228 -0.3 0.0 0.0
H -0.0907 -6.5567 -0.2843 0.2 0.2 0.0
H -1.3585 -4.4125 -0.3601 0.3 -0.1 0.0
H 2.4036 -6.5332 -0.1916 -0.1 0.2 0.0
Cl 1.4792 2.8579 4.7588 0.1 0.3 0.2
C 1.1657 1.3127 4.0921 -0.2 -0.4 -0.5
C 1.3520 0.1536 4.8519 -0.2 -0.1 -0.6
C 1.1019 -1.0794 4.2528 0.0 0.0 0.1
C 0.6639 -1.1280 2.9344 0.1 0.7 0.1
N 0.5017 0.0026 2.2257 0.2 0.4 1.5
C 0.7313 1.2265 2.7722 0.1 -1.5 0.4
H 1.6835 0.2425 5.8794 0.0 -0.1 -0.1
H 1.2424 -2.0168 4.7831 0.0 0.2 0.0
H 0.4354 -2.0641 2.4178 0.1 0.3 0.2
H 0.5746 2.1016 2.1476 0.0 -0.2 0.1